[1]
A 4-piece molecular cluster, C2H12O4 overall in a non-equilibrium geometry, computed with ωB97M-V with the def2-TZVPD basis set.

Geometry as ORCA input:
```
! RIJCOSX wB97M-V def2-TZVPD def2/J DEFGRID3
* xyz 0 1
O -1.1123 -0.3254 1.4463
O 1.5324 1.4954 -1.0755
O 1.7078 -1.3192 0.7950
O 0.7391 -3.6872 -1.3472
C -1.7610 1.3843 -0.1224
C -0.9120 1.0909 1.0824
H 1.9914 2.3789 -1.0992
H 1.1302 -3.4587 -2.2087
H -1.9061 0.5530 -0.7501
H -2.0163 -0.5092 1.2565
H 0.1409 1.2581 0.7750
H 1.1203 -2.9833 -0.7905
H -2.8265 1.4709 0.0696
H 0.9567 -0.8627 0.4306
H -1.1256 1.6329 2.0231
H -1.4601 2.2590 -0.6708
H 1.8292 -1.1397 1.7834
H 1.9720 0.7621 -1.5975
*
```

Summary:
E_HOMO: -10.46 eV

[2]
An isolated ion of composition C5H8N and charge +1 in a non-equilibrium geometry, computed with ωB97M-V with the def2-TZVPD basis set.

Geometry as ORCA input:
```
! RIJCOSX wB97M-V def2-TZVPD def2/J DEFGRID3
* xyz 1 1
N -0.1892 -0.2983 0.7769
C -0.9679 -0.7169 1.9608
C 0.2841 0.7157 0.1775
C -0.6591 -1.6141 0.8175
C 1.0538 1.5537 -2.0925
C 0.8035 0.5001 -1.2718
H 1.1623 1.4676 -3.1775
H -1.1090 -1.8934 -0.1952
H 0.1169 -2.4403 0.9638
H -1.9113 -0.1674 1.9440
H 0.1982 1.7722 0.6572
H 0.7163 -0.5417 -1.6522
H 1.0211 2.6340 -1.8285
H -0.5197 -0.9713 2.9198
*
```

Summary:
E_HOMO: -14.79 eV

[3]
One molecule with the formula C5H3NO in a non-equilibrium geometry, computed with ωB97M-V with the def2-TZVPD basis set.

Geometry as ORCA input:
```
! RIJCOSX wB97M-V def2-TZVPD def2/J DEFGRID3
* xyz 0 1
O -2.0050 -0.3584 1.0790
N -1.2495 2.5727 -0.5234
C -0.1704 -0.7899 -0.4541
C 2.1909 -0.1016 0.5633
C -1.2458 0.0483 0.2383
C -1.2878 1.4681 -0.1842
C 1.1501 -0.3861 0.0405
H 3.1548 0.0634 0.9884
H -0.3258 -1.8428 -0.2029
H -0.2115 -0.6736 -1.5448
*
```

Summary:
E_HOMO: -10.76 eV

[4]
A 2-piece molecular cluster, C3HN4 overall in a non-equilibrium geometry, computed with ωB97M-V with the def2-TZVPD basis set.

Geometry as ORCA input:
```
! RIJCOSX wB97M-V def2-TZVPD def2/J DEFGRID3
* xyz 1 1
N -4.5664 0.3455 0.0272
N 3.0021 -1.6510 0.0289
N 1.5020 0.3083 -0.0824
N 0.2113 0.2206 -0.0798
C -0.9118 0.1229 0.1799
C -3.4641 0.1827 -0.0775
C 2.2910 -0.7582 -0.0088
H 1.9359 1.2291 0.0125
*
```

Summary:
E_HOMO (spin up / spin down): -16.34 / -15.89 eV

[5]
A 2-piece molecular cluster, C13H21NO overall in a non-equilibrium geometry, computed with ωB97M-V with the def2-TZVPD basis set.

Geometry as ORCA input:
```
! RIJCOSX wB97M-V def2-TZVPD def2/J DEFGRID3
* xyz 0 1
O 0.5182 -0.2880 -1.8391
N 2.2689 -1.2137 -3.0825
C 0.2891 2.7644 3.0628
C 3.0315 -1.4021 -1.8149
C 2.4449 -2.3787 -0.7374
C -2.2226 0.0071 3.1508
C -4.6141 0.7193 2.8489
C -3.6049 -0.2259 3.0989
C 0.9255 -0.7605 -2.8554
C 2.7147 -2.0598 -4.1956
C -2.6635 2.2747 2.4309
C 0.4550 -0.2779 -4.3050
C -1.7643 1.2728 2.7838
C -4.0068 1.9430 2.5441
C -0.2418 1.3150 2.7287
H -0.2054 1.1749 1.6482
H -0.5333 0.0792 -4.0139
H 3.6023 -2.5901 -3.8496
H 0.4478 -1.0257 -5.0638
H 1.2181 0.4876 -4.4662
H 3.3269 -2.6557 -0.1152
H -3.9301 -1.2058 3.4277
H -4.7361 2.7613 2.5996
H 1.8405 -2.6517 -4.5547
H 1.5928 -2.0242 -0.1907
H 2.9448 -1.4303 -5.0865
H 1.3303 2.6535 3.3304
H 4.0066 -1.7280 -2.0891
H -0.4357 3.1353 3.7986
H 2.0834 -3.2432 -1.4014
H 3.0607 -0.4311 -1.3098
H 0.2209 0.5818 3.4044
H -5.5792 0.4867 2.4357
H 0.2177 3.4306 2.2311
H -2.4558 3.3310 2.1673
H -1.5471 -0.8255 3.2787
*
```

Summary:
E_HOMO: -8.70 eV

[6]
C29H36N6S2Sr as an isolated structure, computed with ωB97M-V with the def2-TZVPD basis set.

Geometry as ORCA input:
```
! RIJCOSX wB97M-V def2-TZVPD def2/J DEFGRID3
* xyz 2 1
Sr -0.6169 -0.4384 -0.1826
S -1.3868 0.9677 -2.6897
S -0.1358 0.8312 2.4376
N -3.1949 0.0830 -0.9248
N -0.1879 -1.3664 4.0060
N 1.6678 -1.1363 -1.1113
N -0.5275 -2.7686 -1.2521
N -0.4109 0.6553 5.0226
N -4.0143 1.2204 -2.7964
C 0.6254 -4.3803 -2.5638
C 4.1936 -1.9550 -2.0226
C -0.2450 -0.0328 3.8952
C -1.7474 -7.2787 -3.3683
C -1.6279 -4.7744 -1.9684
C -4.4429 -0.0294 -0.5103
C 1.8154 -2.3254 -1.7303
C -1.5964 -3.5545 -1.3171
C -0.0646 -6.2155 -4.8674
C 6.6602 -1.4525 -2.2347
C -2.9373 0.7370 -2.0984
C 5.4396 -2.6382 -4.0578
C 1.3804 -2.2495 2.3465
C -0.3297 -4.4015 1.9033
C 5.5392 -2.4458 -2.5365
C -0.4204 -6.5225 -3.4050
C 0.5935 -3.1879 -1.8619
C 4.0185 -0.7357 -1.3745
C 1.7440 -3.2663 1.4761
C 0.6707 -7.4055 -2.7795
C -5.5522 0.4706 -1.2031
C 0.1471 -2.3135 2.9888
C -0.7165 -3.3766 2.7568
C -0.4898 -5.2140 -2.6293
C 0.9011 -4.3494 1.2666
C 5.8723 -3.7870 -1.8656
C 2.7526 -0.3756 -0.9478
C -5.2906 1.1061 -2.3808
C 3.0512 -2.7448 -2.1876
H 6.8364 -4.1448 -2.2277
H -3.8036 1.7007 -3.6629
H 4.8440 -0.0637 -1.1938
H -0.9913 -5.2428 1.7460
H 2.7099 -3.2251 0.9883
H 1.2039 -5.1550 0.6093
H -1.6498 -8.2026 -3.9378
H -2.4923 -3.1963 -0.8172
H -6.5564 0.3598 -0.8277
H 0.7239 -8.3554 -3.3120
H -0.4784 1.6565 4.9702
H -6.0454 1.5380 -3.0233
H 7.6015 -1.8470 -2.6169
H 6.3960 -2.9926 -4.4437
H 5.1991 -1.6990 -4.5588
H -2.5583 -6.7028 -3.8187
H 1.6571 -6.9420 -2.8374
H -4.5877 -0.5476 0.4314
H -0.8274 -5.5899 -5.3340
H 5.9379 -3.6795 -0.7811
H 0.0009 -7.1466 -5.4308
H 6.7846 -1.2914 -1.1621
H -1.6643 -3.4220 3.2796
H 2.6090 0.5741 -0.4415
H 6.4917 -0.4882 -2.7177
H -2.5414 -5.3499 -1.9643
H 0.4511 -7.6171 -1.7314
H -0.3561 -1.7654 4.9187
H 1.5265 -4.6789 -3.0762
H 2.0568 -1.4325 2.5567
H 5.1314 -4.5560 -2.0907
H 0.8963 -5.7068 -4.9581
H 4.6808 -3.3746 -4.3280
H 3.1536 -3.7037 -2.6711
H -0.3840 0.2266 5.9339
H -2.0339 -7.5518 -2.3506
*
```

Summary:
E_HOMO: -13.97 eV

[7]
A 8-piece molecular cluster, C31H83N5O9 overall in a non-equilibrium geometry, computed with ωB97M-V with the def2-TZVPD basis set.

Geometry as ORCA input:
```
! RIJCOSX wB97M-V def2-TZVPD def2/J DEFGRID3
* xyz 0 1
O -0.0333 2.1610 0.1201
O -4.1529 -6.5118 -6.0840
O 7.4227 10.4312 -0.3177
O -4.4075 -2.1005 -6.8675
O 2.5885 10.3204 -5.9484
O -4.0172 6.0170 8.1687
O 4.7123 -9.0195 -5.1691
O -9.2561 -4.6819 6.9200
O 6.4718 -6.7359 6.8120
N -4.7076 -4.8150 -8.2159
N -1.4576 0.6201 2.0625
N 4.0214 -7.9057 7.8525
N 4.7557 8.4645 -6.8335
N -3.9470 2.9447 7.8733
C -4.3540 -7.0847 -7.3335
C -7.8342 -6.4893 6.8034
C -0.7936 -1.4841 0.9970
C -2.8367 3.8693 8.2908
C 4.0905 -6.7130 7.1091
C -5.0002 -1.0008 -6.2655
C -3.8778 -5.9715 -8.3951
C 3.8803 9.3146 -7.6011
C -4.6581 -7.3924 -5.0501
C -1.5067 3.1475 8.0079
C 4.0587 -7.7890 -4.9063
C -7.5527 -4.4578 5.2987
C 2.9324 -7.5195 -5.9241
C -0.1806 2.8607 -1.0462
C -4.8870 -2.3559 -8.1827
C 5.4652 -5.8933 7.2764
C 2.9102 -5.9032 7.6183
C -2.9425 5.2590 7.6076
C -8.4894 -5.3590 6.0699
C 1.3324 10.7651 -5.4976
C 8.3635 10.5758 1.9324
C 7.7757 -6.1506 7.1502
C 4.0123 8.7299 -9.0069
C 2.4644 9.3817 -6.9914
C -4.2374 -3.5830 -8.8579
C 6.1200 9.4103 1.4671
C -4.7260 6.9642 7.4170
C -0.3039 0.7215 -0.0617
C 7.1396 10.4533 1.0502
C 3.5888 -7.8615 -3.4457
C -0.4118 -0.0421 1.2689
H 7.7313 -5.5287 8.0443
H -5.7368 -7.3107 -4.9165
H -5.3953 -7.2882 -7.5833
H 5.6240 -8.7943 -5.3685
H 3.9176 -7.7284 8.8414
H 4.3417 10.3014 -7.5640
H -3.9435 -6.4442 -9.3750
H -4.7166 -1.4930 -8.8265
H -3.1182 5.1115 6.5420
H 9.1517 11.2076 1.5230
H -4.7093 3.6071 7.8836
H 2.8652 -4.8643 7.2914
H 2.7974 -8.6105 -3.4754
H 2.1819 8.4495 -6.5023
H 2.2175 -8.3417 -5.8925
H 1.6693 11.4037 -4.6810
H -2.9483 3.9649 9.3708
H -9.0981 -5.8926 5.3400
H 4.3833 -8.2670 -2.8192
H 5.6458 -5.6873 8.3314
H -5.9678 -2.4928 -8.1484
H -7.4730 -7.2121 6.0719
H 4.9479 8.8949 -5.9403
H -7.0119 -6.2954 7.4921
H 6.6208 10.7285 -0.7536
H 4.1006 -6.9305 6.0410
H 3.7680 7.6719 -9.1024
H -4.4918 -3.6157 -9.9173
H -1.1833 3.5993 7.0701
H 1.7913 9.6864 -7.7928
H 4.8818 -8.3751 7.6086
H 1.0259 11.5590 -6.1786
H 5.2665 9.6126 0.8199
H -4.8722 -4.5420 -7.2575
H -5.0848 -1.2220 -5.2016
H -1.2552 3.0358 -1.0991
H 0.5890 0.0095 1.6976
H 0.3929 3.7776 -0.9103
H -3.8053 2.7222 6.8984
H 0.5555 10.0065 -5.4013
H -1.6522 2.1098 7.7077
H 6.4776 8.4097 1.2242
H 6.7046 11.4507 1.1140
H -4.1536 7.8890 7.3446
H 8.0866 11.0235 2.8869
H -3.8709 -8.0424 -7.5272
H -2.0032 5.8113 7.6333
H 8.5614 -6.8908 7.3017
H 1.9457 -6.3023 7.3045
H 8.6665 9.5652 2.2061
H -0.7378 3.3354 8.7573
H -8.7013 -4.5030 7.6827
H -4.4750 -0.0457 -6.2677
H -1.0923 0.5888 -0.8026
H -5.6861 7.1707 7.8898
H -4.1462 -7.0869 -4.1375
H 5.6467 8.2825 -7.2729
H 5.7130 9.4692 2.4765
H -1.1149 1.5574 1.9076
H -5.0276 6.5565 6.4521
H 2.3043 -6.6439 -5.7603
H -6.9962 -4.9784 4.5193
H -8.5956 -7.1516 7.2153
H -8.0028 -3.7185 4.6362
H 5.4267 -4.8797 6.8772
H 3.2605 -7.3178 -6.9438
H 5.0581 8.7845 -9.3089
H -1.8478 -1.6856 0.8069
H -2.8316 -5.7227 -8.2167
H 3.5130 9.4676 -9.6351
H -6.8881 -3.8999 5.9583
H -5.9659 -0.8513 -6.7485
H -0.5331 -1.6305 -0.0512
H 4.7539 -6.9509 -4.9555
H 8.1058 -5.6827 6.2227
H -4.4251 -8.4572 -5.0561
H 2.9357 -5.8311 8.7056
H 0.5465 0.3641 -0.6424
H -3.1544 -3.4691 -8.9055
H -0.2914 -2.1673 1.6819
H 3.1668 -6.9044 -3.1392
H 0.3610 2.4377 -1.8923
H -2.2312 0.5354 1.4187
*
```

Summary:
E_HOMO: -8.61 eV

[8]
A 8-piece molecular cluster, C5H24O9S overall in a non-equilibrium geometry, computed with ωB97M-V with the def2-TZVPD basis set.

Geometry as ORCA input:
```
! RIJCOSX wB97M-V def2-TZVPD def2/J DEFGRID3
* xyz 1 2
S 0.8099 -2.3933 1.2042
O 0.6601 0.1415 -2.0693
O -2.8724 1.3061 0.5525
O -1.4963 -2.2988 3.6305
O 2.3428 -1.7852 -2.8128
O 1.8772 2.3817 -2.1826
O 0.3054 3.6289 -0.5987
O -1.0430 1.4001 -1.3349
O -1.1390 2.1116 2.7501
O 1.1491 1.3712 1.9296
C -0.5174 0.2773 -1.8548
C 2.1265 -1.1030 0.9469
C -1.5365 -0.8391 -1.7867
C -1.3792 -1.3589 -0.3164
C -0.2438 -2.3694 -0.2690
H 1.9416 1.9395 -3.0320
H -0.6351 -3.3898 -0.1715
H -1.3346 -2.1631 2.6917
H 0.6304 3.5374 0.3016
H -1.3670 2.8049 3.3805
H -1.9304 -1.4749 3.8838
H 0.3550 -2.2726 -1.1729
H -2.3725 -1.8127 -0.0173
H -2.1678 1.2591 -0.1343
H 0.9250 1.2672 2.8623
H 2.4367 -0.8416 1.9499
H 0.9192 3.3630 -1.3087
H -3.5269 1.9247 0.2142
H -0.4389 2.2144 -1.2974
H 1.9230 1.6950 -1.5169
H -1.2638 -0.5144 0.3460
H 1.7636 -0.1894 0.4934
H 2.4326 -1.3699 -3.6771
H 0.3245 1.4384 1.4543
H -1.4010 -1.5679 -2.5958
H 2.0554 -1.0533 -2.2451
H -1.9991 1.8495 2.3960
H -2.5282 -0.4576 -1.8805
H 2.8091 -1.6531 0.2859
*
```

Summary:
⟨S²⟩: 0.753
E_HOMO (spin up / spin down): -14.21 / -14.21 eV

[9]
C3HBrCl2 as an isolated structure in a non-equilibrium geometry, computed with ωB97M-V with the def2-TZVPD basis set.

Geometry as ORCA input:
```
! RIJCOSX wB97M-V def2-TZVPD def2/J DEFGRID3
* xyz 0 1
Br 2.1035 -1.0581 -0.3540
Cl 0.9433 0.0283 2.0991
Cl -1.9095 2.1698 -2.0003
C 0.4904 -0.8560 0.6691
C -0.6905 0.2586 -0.3319
C -0.9881 1.2360 -0.9820
H 0.0508 -1.7786 0.9001
*
```

Summary:
E_HOMO: -10.07 eV

[10]
One molecule with the formula C4H9NO in a non-equilibrium geometry, computed with ωB97M-V with the def2-TZVPD basis set.

Geometry as ORCA input:
```
! RIJCOSX wB97M-V def2-TZVPD def2/J DEFGRID3
* xyz 0 1
O -0.2486 0.4364 -2.3449
N 0.2351 0.6929 -1.1781
C -0.5459 1.3902 0.2354
C -1.0084 -1.1573 -0.1162
C 1.0883 -0.3938 0.9189
C -0.0321 0.0033 0.0377
H 1.6988 -1.3231 0.4966
H 1.0483 1.3599 -1.2246
H -1.3255 -1.4317 -1.1694
H 1.9372 0.3374 1.0332
H 0.0140 2.0992 0.7361
H 0.8801 -0.7738 1.9285
H -1.8253 -1.0020 0.5414
H -1.5182 1.8163 -0.1157
H -0.3980 -2.0540 0.2212
*
```

Summary:
E_HOMO: -7.98 eV

[11]
CHClN2O2S as an isolated structure in a non-equilibrium geometry, computed with ωB97M-V with the def2-TZVPD basis set.

Geometry as ORCA input:
```
! RIJCOSX wB97M-V def2-TZVPD def2/J DEFGRID3
* xyz 0 1
Cl 0.3846 -0.8613 -1.5938
S 1.2565 -0.9198 1.0520
O 2.6491 -0.5759 1.0485
O 0.4772 -1.1141 2.2359
N 0.2771 0.3203 -0.4792
N 1.0499 -3.5459 -0.1612
C 1.0338 -2.4213 -0.0224
H 1.1868 0.7342 -0.3835
*
```

Summary:
E_HOMO: -11.05 eV

[12]
A 2-piece molecular cluster, C3H8NS overall in a non-equilibrium geometry, computed with ωB97M-V with the def2-TZVPD basis set.

Geometry as ORCA input:
```
! RIJCOSX wB97M-V def2-TZVPD def2/J DEFGRID3
* xyz -1 1
S -0.1530 1.7735 -1.3053
N 0.7690 -1.8519 0.1349
C -0.0652 2.6011 0.3497
C 0.8850 -1.6803 -1.1206
C -0.5482 -1.4752 0.6983
H 0.7278 3.3421 0.2933
H -0.3655 -1.3963 1.7710
H -1.0191 3.1292 0.4434
H 0.1115 -1.6458 -1.8874
H -1.2141 -2.3598 0.6527
H 1.9460 -1.6371 -1.3842
H 0.0022 1.8528 1.1261
H -1.0764 -0.6522 0.2279
*
```

Summary:
E_HOMO: -2.16 eV

no.,DFT total energy (eV)
1,-10457.697
2,-6794.759
3,-8768.183
4,-9068.745
5,-17356.832
6,-62096.941
7,-59362.378
8,-34829.029
9,-98210.240
10,-7826.975
11,-31480.775
12,-15565.247